# 1
Below is C3H7N as an isolated structure at a distorted geometry, with properties calculated with ωB97M-V/def2-TZVPD.

The geometry in XYZ format:
```
11
Properties=species:S:1:pos:R:3
C -0.10 0.13 1.35
C -0.49 -0.70 -1.33
C 0.43 0.39 0.01
N 1.14 0.93 -0.80
H 1.68 1.69 0.28
H 0.03 -0.93 1.59
H 0.43 0.74 2.08
H -0.30 -1.71 -0.99
H -1.53 -0.40 -1.22
H -0.12 -0.52 -2.33
H -1.17 0.36 1.37
```

Summary:
* relative energy (zero: lowest compared OMol25 entry of this formula, charge and spin): 355.8 kJ/mol
* highest occupied orbital energy: -8.27 eV
* largest force on an atom: 0.1702 Eh/bohr
* E: -173.1066 hartree
* LUMO: 0.8000 eV
* HOMO-LUMO gap: 0.3335 Eh
* charge: 0

---

# 2
Below is an isolated ion of composition C3H7N2 and charge +1 at a distorted geometry, with properties calculated with ωB97M-V/def2-TZVPD.

The geometry in XYZ format:
```
12
Properties=species:S:1:pos:R:3
C -1.00 -0.75 0.13
C -0.04 1.42 -0.05
C 1.47 -0.47 -0.07
N 0.16 0.15 -0.02
N -2.03 -0.13 -0.10
H -0.82 -1.70 0.63
H -1.03 1.85 0.07
H 0.62 2.18 -0.10
H 2.32 0.05 0.58
H 1.48 -1.51 0.17
H 1.81 -0.58 -1.09
H -2.97 -0.52 -0.15
```

Summary:
* relative energy (zero: lowest compared OMol25 entry of this formula, charge and spin): 177.8 kJ/mol
* highest occupied orbital energy: -15.69 eV
* largest force on an atom: 0.0719 Eh/bohr
* E: -227.6866 hartree
* LUMO: -5.6623 eV
* HOMO-LUMO gap: 0.3685 Eh
* charge: +1

---

# 3
Below is an isolated ion of composition C3H7N2 and charge +1 at a distorted geometry, with properties calculated with ωB97M-V/def2-TZVPD.

The geometry in XYZ format:
```
12
Properties=species:S:1:pos:R:3
C -1.04 0.94 -0.10
C 0.48 1.03 0.04
C -0.47 -1.18 0.01
N -1.48 -0.21 0.06
N 0.88 -0.43 -0.02
H -1.52 1.91 -0.07
H 0.99 1.56 -0.74
H 0.81 1.33 0.97
H -0.64 -1.95 0.89
H -0.76 -1.85 -0.95
H 1.37 -0.56 -0.88
H 1.37 -0.60 0.80
```

Summary:
* relative energy (zero: lowest compared OMol25 entry of this formula, charge and spin): 116.3 kJ/mol
* highest occupied orbital energy: -15.56 eV
* largest force on an atom: 0.0862 Eh/bohr
* E: -227.7101 hartree
* LUMO: -3.8777 eV
* HOMO-LUMO gap: 0.4292 Eh
* charge: +1

---

# 4
Below is an isolated ion of composition C3H7N2 and charge +1 at a distorted geometry, with properties calculated with ωB97M-V/def2-TZVPD.

The geometry in XYZ format:
```
12
Properties=species:S:1:pos:R:3
C 1.11 0.61 1.03
C 0.88 -0.45 0.05
C 0.11 -0.27 1.32
N -0.94 -0.91 1.86
N 0.51 0.33 -1.24
H 1.88 0.98 1.55
H 1.50 -1.24 -0.07
H -1.31 -0.86 2.84
H -1.55 -1.39 1.20
H 1.42 0.41 -1.75
H 0.02 1.26 -1.02
H -0.11 -0.06 -1.97
```

Summary:
* relative energy (zero: lowest compared OMol25 entry of this formula, charge and spin): 243.0 kJ/mol
* highest occupied orbital energy: -13.46 eV
* largest force on an atom: 0.0955 Eh/bohr
* E: -227.6618 hartree
* LUMO: -3.5594 eV
* HOMO-LUMO gap: 0.3637 Eh
* charge: +1

---

# 5
Below is an isolated ion of composition C3H7N2 and charge +1 at a distorted geometry, with properties calculated with ωB97M-V/def2-TZVPD.

The geometry in XYZ format:
```
12
Properties=species:S:1:pos:R:3
C 0.99 0.15 0.15
C -0.38 0.37 0.54
C -1.53 -0.38 -0.19
N 0.54 1.34 -0.13
N 2.12 -0.49 -0.04
H -0.46 0.63 1.59
H -2.35 0.36 -0.04
H -1.76 -1.43 0.06
H -1.30 -0.46 -1.28
H 1.05 2.33 0.15
H 2.22 -1.45 0.27
H 2.89 -0.08 -0.47
```

Summary:
* relative energy (zero: lowest compared OMol25 entry of this formula, charge and spin): 165.7 kJ/mol
* highest occupied orbital energy: -15.68 eV
* largest force on an atom: 0.0782 Eh/bohr
* E: -227.6912 hartree
* LUMO: -4.3220 eV
* HOMO-LUMO gap: 0.4173 Eh
* charge: +1

---

# 6
Below is C3H7N2 as an isolated structure at a distorted geometry, with properties calculated with ωB97M-V/def2-TZVPD.

The geometry in XYZ format:
```
12
Properties=species:S:1:pos:R:3
C -1.08 -0.96 0.02
C -0.85 1.02 0.03
C 0.11 -0.13 0.42
N -1.87 0.00 -0.25
N 1.38 -0.27 -0.33
H -1.26 -2.02 -0.01
H -1.15 1.68 0.85
H -0.60 1.63 -0.83
H 0.30 -0.02 1.71
H 1.75 -1.23 -0.27
H 2.10 0.39 0.00
H 1.18 -0.07 -1.33
```

Summary:
* relative energy (zero: lowest compared OMol25 entry of this formula, charge and spin): 202.4 kJ/mol
* highest occupied orbital energy: -14.77 eV
* largest force on an atom: 0.0923 Eh/bohr
* E: -227.6772 hartree
* LUMO: -4.2848 eV
* HOMO-LUMO gap: 0.3854 Eh
* charge: +1

---

# 7
Below is an isolated ion of composition C3H7N2O and charge +1 at a distorted geometry, with properties calculated with ωB97M-V/def2-TZVPD.

The geometry in XYZ format:
```
13
Properties=species:S:1:pos:R:3
C -1.98 0.75 0.17
C -0.64 0.87 -0.52
C -0.25 -0.63 -0.58
N -2.32 -0.41 0.48
N 0.87 -1.10 0.62
O -1.29 -1.32 -0.40
H -2.44 1.70 0.57
H -0.84 1.48 -1.38
H 0.12 1.56 -0.05
H 0.17 -0.75 -1.60
H 1.78 -0.88 0.27
H 0.63 -2.13 0.52
H 0.53 -0.61 1.41
```

Summary:
* relative energy (zero: lowest compared OMol25 entry of this formula, charge and spin): 385.6 kJ/mol
* highest occupied orbital energy: -15.68 eV
* largest force on an atom: 0.0887 Eh/bohr
* E: -302.8932 hartree
* LUMO: -3.6711 eV
* HOMO-LUMO gap: 0.4415 Eh
* charge: +1

---

# 8
Below is an isolated ion of composition C3H7N2O and charge +1 at a distorted geometry, with properties calculated with ωB97M-V/def2-TZVPD.

The geometry in XYZ format:
```
13
Properties=species:S:1:pos:R:3
C 0.42 1.11 0.11
C 1.43 -0.98 -0.07
C -2.04 0.08 0.07
N 1.52 0.44 0.17
N -0.73 0.05 -0.53
O 0.00 -1.09 -0.32
H 0.27 2.18 0.07
H 1.98 -1.10 -1.02
H 1.73 -1.62 0.77
H -2.57 0.82 -0.43
H -1.81 -0.01 1.20
H -2.62 -0.81 -0.27
H 2.42 0.93 0.26
```

Summary:
* relative energy (zero: lowest compared OMol25 entry of this formula, charge and spin): 500.0 kJ/mol
* highest occupied orbital energy: -13.76 eV
* largest force on an atom: 0.1414 Eh/bohr
* E: -302.8496 hartree
* LUMO: -5.2709 eV
* HOMO-LUMO gap: 0.3120 Eh
* charge: +1

---

# 9
Below is an isolated ion of composition C3H7N2O and charge +1 at a distorted geometry, with properties calculated with ωB97M-V/def2-TZVPD.

The geometry in XYZ format:
```
13
Properties=species:S:1:pos:R:3
C 0.94 1.21 0.48
C 1.29 -0.76 0.05
C 0.13 0.12 -0.53
N 0.71 2.41 0.73
N -1.23 -0.29 -0.02
O 1.92 0.33 0.70
H 0.80 -1.42 0.72
H 1.95 -1.07 -0.75
H 0.21 0.30 -1.68
H 1.06 2.88 1.53
H -1.76 0.47 -0.30
H -1.05 -0.52 0.92
H -1.71 -1.03 -0.67
```

Summary:
* relative energy (zero: lowest compared OMol25 entry of this formula, charge and spin): 342.8 kJ/mol
* highest occupied orbital energy: -14.48 eV
* largest force on an atom: 0.1000 Eh/bohr
* E: -302.9095 hartree
* LUMO: -4.1584 eV
* HOMO-LUMO gap: 0.3792 Eh
* charge: +1

---

# 10
Below is an isolated ion of composition C3H7N2O2 and charge -1 at a distorted geometry, with properties calculated with ωB97M-V/def2-TZVPD.

The geometry in XYZ format:
```
14
Properties=species:S:1:pos:R:3
O -0.19 -2.23 -0.14
C -0.23 -0.86 -0.17
N 1.13 -0.33 0.36
C 1.80 0.81 -0.44
O 3.06 0.99 0.05
C -1.48 -0.26 0.63
N -2.34 0.80 0.09
H -0.62 -0.54 -1.17
H 1.20 1.70 -0.23
H 1.79 0.59 -1.56
H -1.26 -0.25 1.68
H -2.27 -0.91 0.30
H 1.68 -1.20 0.12
H -2.26 1.69 0.48
```

Summary:
* relative energy (zero: lowest compared OMol25 entry of this formula, charge and spin): 850.0 kJ/mol
* highest occupied orbital energy: -3.48 eV
* largest force on an atom: 0.1488 Eh/bohr
* E: -378.2544 hartree
* LUMO: 0.6032 eV
* HOMO-LUMO gap: 0.1501 Eh
* charge: -1

---

# 11
Below is an isolated ion of composition C3H7N2O2 and charge +1 at a distorted geometry, with properties calculated with ωB97M-V/def2-TZVPD.

The geometry in XYZ format:
```
14
Properties=species:S:1:pos:R:3
C -0.62 0.44 1.95
C -1.73 -0.21 1.05
C -0.13 0.64 -0.37
N 0.25 1.00 1.01
N 1.06 -0.48 -0.89
O -0.45 0.58 3.12
O -1.32 -0.02 -0.37
H -1.97 -1.30 1.10
H -2.52 0.52 1.10
H 0.00 1.51 -1.08
H 0.95 1.68 1.31
H 1.88 0.17 -0.90
H 0.63 -0.78 -1.80
H 0.96 -1.39 -0.35
```

Summary:
* relative energy (zero: lowest compared OMol25 entry of this formula, charge and spin): 108.0 kJ/mol
* highest occupied orbital energy: -14.65 eV
* largest force on an atom: 0.0621 Eh/bohr
* E: -378.2127 hartree
* LUMO: -3.9013 eV
* HOMO-LUMO gap: 0.3948 Eh
* charge: +1

---

# 12
Below is C3H7N2O3S as an isolated structure at a distorted geometry, with properties calculated with ωB97M-V/def2-TZVPD.

The geometry in XYZ format:
```
16
Properties=species:S:1:pos:R:3
C 2.55 0.57 0.08
C -1.17 -0.36 0.25
C -3.40 0.44 -0.15
N -0.11 -0.74 -0.43
N 1.72 -2.29 -0.60
O -1.38 -0.33 1.44
O 2.60 2.07 0.14
O -2.19 0.02 -0.65
S 1.17 -1.27 0.41
H 3.02 0.07 -0.71
H 3.17 0.43 0.97
H -3.42 1.59 -0.15
H -3.28 0.07 0.99
H -4.25 -0.20 -0.73
H 2.62 -2.53 -0.19
H 2.36 2.45 -0.66
```

Summary:
* relative energy (zero: lowest compared OMol25 entry of this formula, charge and spin): 261.2 kJ/mol
* highest occupied orbital energy: -3.34 eV
* largest force on an atom: 0.0692 Eh/bohr
* E: -851.8334 hartree
* LUMO: 3.5918 eV
* HOMO-LUMO gap: 0.2549 Eh
* charge: -1

---

# 13
Below is an isolated ion of composition C3H7N2S and charge +1 at a distorted geometry, with properties calculated with ωB97M-V/def2-TZVPD.

The geometry in XYZ format:
```
13
Properties=species:S:1:pos:R:3
C -0.72 1.35 0.01
C 0.05 -1.09 0.18
C 1.16 -0.09 0.18
N -1.43 0.27 -0.10
N 0.58 1.25 0.15
S -3.03 -0.07 0.10
H -1.17 2.34 -0.04
H -0.10 -1.70 -0.70
H -0.24 -1.53 1.13
H 1.78 -0.18 1.08
H 1.79 -0.21 -0.71
H 1.18 2.06 0.17
H -3.12 -0.89 -0.96
```

Summary:
* relative energy (zero: lowest compared OMol25 entry of this formula, charge and spin): 208.2 kJ/mol
* highest occupied orbital energy: -13.43 eV
* largest force on an atom: 0.0875 Eh/bohr
* E: -625.8929 hartree
* LUMO: -4.5720 eV
* HOMO-LUMO gap: 0.3254 Eh
* charge: +1

---

# 14
Below is an isolated ion of composition C3H7N2S and charge +1 at a distorted geometry, with properties calculated with ωB97M-V/def2-TZVPD.

The geometry in XYZ format:
```
13
Properties=species:S:1:pos:R:3
C 1.46 -0.41 -0.33
C -0.99 -0.27 -0.27
C -0.24 0.90 0.32
N 0.19 -1.14 -0.79
N 1.02 0.63 0.41
S -0.99 2.36 0.92
H 2.15 -0.99 0.10
H -1.47 -0.83 0.41
H -1.55 -0.09 -1.19
H 0.29 -2.00 -0.39
H 0.40 -1.19 -1.82
H 1.60 1.29 0.92
H -1.88 1.75 1.71
```

Summary:
* relative energy (zero: lowest compared OMol25 entry of this formula, charge and spin): 344.0 kJ/mol
* highest occupied orbital energy (alpha / beta): -11.95 / -11.95 eV
* largest force on an atom: 0.0958 Eh/bohr
* E: -625.8412 hartree
* LUMO (alpha / beta): -4.0089 / -4.0086 eV
* HOMO-LUMO gap (alpha / beta): 0.2919 / 0.2919 Eh
* charge: +1

---

# 15
Below is an isolated ion of composition C3H7N2S and charge +1 at a distorted geometry, with properties calculated with ωB97M-V/def2-TZVPD.

The geometry in XYZ format:
```
13
Properties=species:S:1:pos:R:3
C 1.76 0.70 0.55
C -1.43 0.14 -0.31
C 0.83 -1.31 -0.42
N 1.80 -0.44 -0.08
N -2.60 0.59 0.08
S -0.75 -1.28 0.30
H 2.67 1.26 0.68
H 0.86 1.07 1.00
H -0.85 0.74 -0.99
H 1.13 -2.27 -0.78
H 2.71 -0.71 -0.45
H -2.96 1.48 -0.25
H -3.18 0.04 0.69
```

Summary:
* relative energy (zero: lowest compared OMol25 entry of this formula, charge and spin): 232.5 kJ/mol
* highest occupied orbital energy (alpha / beta): -11.70 / -11.70 eV
* largest force on an atom: 0.0247 Eh/bohr
* E: -625.8836 hartree
* LUMO (alpha / beta): -4.5914 / -4.5905 eV
* HOMO-LUMO gap (alpha / beta): 0.2611 / 0.2611 Eh
* charge: +1

---

# 16
Below is C3H7N2S as an isolated structure at a distorted geometry, with properties calculated with ωB97M-V/def2-TZVPD.

The geometry in XYZ format:
```
13
Properties=species:S:1:pos:R:3
C 0.73 -1.00 0.40
C -0.21 0.08 1.00
C -0.75 0.40 -0.97
N 0.85 -0.67 -0.99
N -0.19 1.25 0.06
S -1.85 -0.41 0.15
H 1.78 -0.96 0.88
H 0.33 -2.01 0.75
H -0.47 0.41 2.06
H -1.07 0.86 -2.00
H 0.71 -1.52 -1.61
H -0.58 2.02 0.44
H 0.70 1.54 -0.16
```

Summary:
* relative energy (zero: lowest compared OMol25 entry of this formula, charge and spin): 412.1 kJ/mol
* highest occupied orbital energy: -13.97 eV
* largest force on an atom: 0.0893 Eh/bohr
* E: -625.8152 hartree
* LUMO: -3.8784 eV
* HOMO-LUMO gap: 0.3708 Eh
* charge: +1

---

# 17
Below is an isolated ion of composition C3H7N2S and charge +1 at a distorted geometry, with properties calculated with ωB97M-V/def2-TZVPD.

The geometry in XYZ format:
```
13
Properties=species:S:1:pos:R:3
C -1.26 1.12 -0.15
C -1.27 -0.65 -0.38
C 0.75 0.13 0.69
N -0.03 1.31 0.45
N -0.07 -1.08 0.36
S 2.38 -0.13 -0.28
H -1.81 1.82 -0.73
H -1.88 -1.28 -0.95
H 1.16 0.11 1.75
H 0.36 2.16 0.60
H -0.29 -1.52 1.30
H 0.52 -1.75 -0.19
H 3.32 0.34 0.66
```

Summary:
* relative energy (zero: lowest compared OMol25 entry of this formula, charge and spin): 468.4 kJ/mol
* highest occupied orbital energy (alpha / beta): -12.24 / -12.59 eV
* largest force on an atom: 0.1868 Eh/bohr
* E: -625.7938 hartree
* LUMO (alpha / beta): -4.5131 / -4.3461 eV
* HOMO-LUMO gap (alpha / beta): 0.2841 / 0.3029 Eh
* charge: +1

---

# 18
Below is an isolated ion of composition C3H7N2S and charge +1 at a distorted geometry, with properties calculated with ωB97M-V/def2-TZVPD.

The geometry in XYZ format:
```
13
Properties=species:S:1:pos:R:3
C -0.38 0.05 1.28
C -0.38 1.37 0.50
C -0.20 -0.78 -1.01
N -0.69 -0.85 0.18
N 0.59 0.21 -1.43
S -1.44 2.20 -0.26
H 0.49 -0.28 1.92
H -1.26 -0.06 1.97
H 0.67 1.67 0.70
H -0.38 -1.56 -1.78
H -0.95 -1.73 0.43
H 0.99 0.22 -2.39
H 1.03 0.72 -0.75
```

Summary:
* relative energy (zero: lowest compared OMol25 entry of this formula, charge and spin): 231.0 kJ/mol
* highest occupied orbital energy: -13.08 eV
* largest force on an atom: 0.0989 Eh/bohr
* E: -625.8842 hartree
* LUMO: -4.5788 eV
* HOMO-LUMO gap: 0.3125 Eh
* charge: +1

---

# 19
Below is C3H7N2S as an isolated structure at a distorted geometry, with properties calculated with ωB97M-V/def2-TZVPD.

The geometry in XYZ format:
```
13
Properties=species:S:1:pos:R:3
C 1.60 0.09 -0.41
C 0.43 0.05 -1.06
C 2.78 0.11 0.07
N -0.32 -1.45 0.95
N -2.28 0.61 0.11
S -0.79 -1.02 -0.39
H 2.90 0.76 0.94
H 0.07 0.78 -1.80
H 3.65 -0.47 -0.31
H -0.82 -2.29 1.34
H -3.31 0.59 -0.04
H -2.06 1.47 -0.40
H -1.83 0.75 1.02
```

Summary:
* relative energy (zero: lowest compared OMol25 entry of this formula, charge and spin): 365.7 kJ/mol
* highest occupied orbital energy (alpha / beta): -11.77 / -14.59 eV
* largest force on an atom: 0.0917 Eh/bohr
* ⟨S²⟩: 2.017
* E: -625.7142 hartree
* LUMO (alpha / beta): -3.2316 / -8.0749 eV
* HOMO-LUMO gap (alpha / beta): 0.3138 / 0.2394 Eh
* spin multiplicity: 3
* charge: +1